#a
ORCA calculation (ωB97M-V/def2-TZVPD) on a cluster of 2 separate species, C4H12N2 in total.

Values from the calculation:
- lowest unoccupied orbital energy (eV) = -3.11
- orbital gap (eV) = 4.324

The geometry in ORCA input format:
```
! wB97M-V def2-TZVPD RIJCOSX def2/J DEFGRID3
* xyz 0 1
C 3.6105 0.2036 -0.3365
N 2.4219 0.9457 -0.1551
C 1.4911 0.0645 0.5252
C 0.0422 0.5086 0.3024
N -1.2084 0.2182 0.9513
C -4.0910 -0.5577 -0.6906
H 3.3653 -0.7851 -0.8737
H 3.9841 -0.1499 0.6380
H 4.3484 0.7330 -0.9341
H 1.4957 -0.9806 0.1484
H 1.6509 -0.1558 1.6223
H -5.1292 -0.5898 -0.3221
H 0.1549 1.5921 0.4398
H -0.1114 0.3978 -0.7873
H -1.0036 0.3122 1.9686
H -3.3119 -0.9906 0.0704
H -3.8885 -1.2218 -1.6502
H -3.8207 0.4555 -0.9168
*
```

#b
ORCA calculation (ωB97M-V/def2-TZVPD) on an isolated molecule of C4H12N2.

Values from the calculation:
- lowest unoccupied orbital energy (eV) = 1.13
- SMILES = CC(C)NCN
- orbital gap (eV) = 9.923

The geometry in ORCA input format:
```
! wB97M-V def2-TZVPD RIJCOSX def2/J DEFGRID3
* xyz 0 1
C -1.6358 -0.9011 0.3815
C -0.7378 0.0083 -0.4493
C -1.4792 1.2533 -0.8618
N 0.4588 0.4014 0.3272
C 1.5832 -0.4988 0.1723
N 2.7667 0.1633 0.7252
H -2.3519 -1.3898 -0.2774
H -2.2051 -0.3161 1.1052
H -1.0664 -1.6698 0.8937
H -0.3740 -0.5481 -1.3263
H -0.8974 1.8816 -1.5304
H -1.7392 1.8144 0.0370
H -2.4088 1.0048 -1.3750
H 0.7436 1.3376 0.0529
H 1.7578 -0.7795 -0.8768
H 1.3511 -1.4253 0.7080
H 2.6651 0.1039 1.7423
H 3.5694 -0.4402 0.5516
*
```

Best to worst by energy: #b, #a.

#a
ORCA calculation (ωB97M-V/def2-TZVPD) on an isolated molecule of C4H12N2.

Values from the calculation:
- lowest unoccupied orbital energy (eV) = 1.05
- SMILES = NCCCCN
- orbital gap (eV) = 9.790

The geometry in ORCA input format:
```
! wB97M-V def2-TZVPD RIJCOSX def2/J DEFGRID3
* xyz 0 1
C 1.0662 -0.6479 -0.2604
C -0.4359 -0.6900 -0.5357
C -0.9610 0.2213 -1.6643
N -1.5325 1.4812 -1.1515
C 1.4359 -0.1073 1.1921
N 0.4435 -0.4406 2.2211
H 1.6779 0.0184 -0.8939
H 1.5577 -1.5864 -0.4442
H -0.9750 -0.3842 0.3406
H -0.7650 -1.7391 -0.6584
H -1.8330 -0.1271 -2.2268
H -0.1244 0.4272 -2.3311
H -2.4789 1.3867 -0.8371
H -0.9732 2.0040 -0.5044
H 2.4572 -0.4907 1.2972
H 1.5263 0.9790 1.1706
H 0.9186 -0.8642 3.0033
H -0.0953 0.3243 2.5967
*
```

#b
ORCA calculation (ωB97M-V/def2-TZVPD) on a cluster of 2 separate species, C4H12N2 in total.

Values from the calculation:
- lowest unoccupied orbital energy (eV) = -3.23
- orbital gap (eV) = 4.470

The geometry in ORCA input format:
```
! wB97M-V def2-TZVPD RIJCOSX def2/J DEFGRID3
* xyz 0 1
C -3.3621 -0.1391 0.0364
N -2.1150 -0.5442 0.6366
C -1.2441 0.2055 -0.2042
C 0.1770 -0.0894 0.0792
N 1.2836 0.4310 -0.6327
C 4.4721 -0.0934 0.1293
H -3.6151 -0.3288 -1.0416
H -3.4411 0.9728 0.1134
H -4.2397 -0.5017 0.5699
H -1.3489 0.0962 -1.2976
H -1.3287 1.3093 -0.0161
H 5.1959 0.7219 0.1888
H 0.2043 0.1773 1.1037
H 0.2294 -1.1748 0.0870
H 1.3376 1.3209 -0.3226
H 3.5268 0.2543 -0.3667
H 4.8736 -0.9631 -0.4302
H 4.1692 -0.3932 1.1400
*
```

#c
ORCA calculation (ωB97M-V/def2-TZVPD) on a cluster of 2 separate species, C4H12N2 in total.

Values from the calculation:
- lowest unoccupied orbital energy (eV) = 1.01
- SMILES = C=NC.CCN
- orbital gap (eV) = 9.896

The geometry in ORCA input format:
```
! wB97M-V def2-TZVPD RIJCOSX def2/J DEFGRID3
* xyz 0 1
C 0.8684 0.7569 1.9746
C 1.5208 -0.6017 1.7404
N 1.5963 -0.9177 0.3090
H -0.2138 0.7417 2.0205
H 1.2066 1.1074 2.9565
H 1.3498 1.5035 1.3385
H 2.5613 -0.4771 2.1374
H 1.2016 -1.4387 2.3544
H 1.9287 -0.0999 -0.1834
H 2.1570 -1.7370 0.1378
C -1.5469 1.3076 -1.0177
C -1.1017 -0.8159 -1.7899
N -1.9654 0.0955 -1.7271
H -1.6350 1.1178 0.0578
H -2.1509 2.1548 -1.3161
H -0.5116 1.5943 -1.2641
H -1.1693 -1.7078 -2.4247
H -0.1352 -0.7632 -1.2869
*
```

Best to worst by energy: #a, #c, #b.

#a
ORCA calculation (ωB97M-V/def2-TZVPD) on a cluster of 2 separate species, C4H12N2 in total.

Values from the calculation:
- lowest unoccupied orbital energy (eV) = 0.94
- SMILES = C=NC.CNC
- orbital gap (eV) = 9.689

The geometry in ORCA input format:
```
! wB97M-V def2-TZVPD RIJCOSX def2/J DEFGRID3
* xyz 0 1
C -1.9892 -0.7722 -0.4669
N -1.0402 0.4070 -0.6671
C -1.7047 1.3969 -1.4323
H -2.5788 -0.7144 0.3514
H -2.8862 -0.8723 -1.0726
H -1.6264 -1.8328 -0.4265
H -0.1651 0.0152 -0.8709
H -1.3756 2.3323 -0.9663
H -2.7814 1.4180 -1.3767
H -1.5062 1.3672 -2.4940
C 2.7529 -0.5700 0.2655
C 1.5770 -0.0910 2.2821
N 2.5440 -0.6364 1.6782
H 2.2568 0.3043 -0.0918
H 2.3501 -1.3897 -0.2592
H 3.8400 -0.6048 0.0813
H 1.6356 -0.3127 3.4218
H 0.6973 0.5555 2.0440
*
```

#b
ORCA calculation (ωB97M-V/def2-TZVPD) on an isolated molecule of C4H12N2.

Values from the calculation:
- lowest unoccupied orbital energy (eV) = 1.17
- SMILES = NCCCCN
- orbital gap (eV) = 10.332

The geometry in ORCA input format:
```
! wB97M-V def2-TZVPD RIJCOSX def2/J DEFGRID3
* xyz 0 1
C -0.6052 -0.1429 -0.5665
C 0.4630 -1.2208 -0.3703
C 1.7936 -0.4711 -0.8007
N 2.1462 0.3457 0.3825
C -1.2296 0.4389 0.7300
N -2.6258 0.9630 0.4384
H -0.4208 0.6899 -1.2504
H -1.4691 -0.7149 -0.9640
H 0.3331 -1.5006 0.6654
H 0.5410 -2.1653 -0.9609
H 2.6039 -1.1921 -1.0105
H 1.6495 0.0450 -1.7249
H 2.7540 1.1468 0.2085
H 2.7894 -0.1981 0.9499
H -0.5931 1.2481 1.1612
H -1.3298 -0.3601 1.4918
H -2.7539 1.8537 0.9299
H -3.1421 0.4265 1.1485
*
```

Best to worst by energy: #b, #a.

#a
ORCA calculation (ωB97M-V/def2-TZVPD) on an isolated molecule of C4H7ClO.

Values from the calculation:
- lowest unoccupied orbital energy (eV) = 0.86
- SMILES = O=CCCCCl
- orbital gap (eV) = 11.108

The geometry in ORCA input format:
```
! wB97M-V def2-TZVPD RIJCOSX def2/J DEFGRID3
* xyz 0 1
C -0.3315 0.2192 -1.5022
C 0.0484 -0.8200 -0.3263
C -0.3067 -0.1901 1.0356
C 0.6657 0.9118 1.3306
H -1.3483 0.3853 -1.2327
H 0.2128 1.1398 -1.3591
H 1.1248 -1.0217 -0.1555
H -0.4871 -1.7672 -0.5077
H -1.3070 0.0498 1.0599
H -0.1925 -0.9007 1.8841
H 0.7225 1.3145 2.3688
O 1.5320 1.1743 0.5282
Cl -0.3330 -0.4951 -3.1237
*
```

#b
ORCA calculation (ωB97M-V/def2-TZVPD) on an isolated molecule of C4H7ClO.

Values from the calculation:
- lowest unoccupied orbital energy (eV) = 1.04
- SMILES = CCO/C=C/Cl
- orbital gap (eV) = 9.895

The geometry in ORCA input format:
```
! wB97M-V def2-TZVPD RIJCOSX def2/J DEFGRID3
* xyz 0 1
C 1.1760 -0.1535 0.9692
C -0.2644 0.2286 1.3780
C -1.0121 0.2632 -0.8128
C -0.6770 -0.4681 -1.9314
H 1.9937 0.2096 1.5878
H 1.3402 -1.2051 0.9113
H 1.4064 0.2696 -0.0400
H -0.5808 -0.1915 2.3784
H -0.5323 1.3772 1.4314
H -0.7785 1.3346 -0.8355
H -0.6558 -1.5691 -1.9198
O -1.1543 -0.2713 0.3993
Cl -0.2611 0.1759 -3.5160
*
```

Best to worst by energy: #a, #b.

#a
ORCA calculation (ωB97M-V/def2-TZVPD) on a cluster of 2 separate species, C6H9N in total.

Values from the calculation:
- lowest unoccupied orbital energy (eV) = 1.06
- SMILES = CC1=C(C)C1.C#N
- orbital gap (eV) = 9.257

The geometry in ORCA input format:
```
! wB97M-V def2-TZVPD RIJCOSX def2/J DEFGRID3
* xyz 0 1
C -2.2828 -0.6429 0.2715
C 0.6639 -1.1693 0.2442
C 0.6717 0.2786 0.5379
C 0.5702 -0.0886 -0.7197
C 0.7589 1.2422 1.5985
C 0.2741 0.0848 -2.1064
N -2.2724 0.4723 0.0682
H -2.5189 -1.6035 0.6509
H 1.5819 -1.8056 0.4061
H -0.1471 -1.7351 0.7593
H 1.3781 0.9247 2.5343
H -0.2753 1.2900 2.0974
H 1.0617 2.1429 1.0953
H -0.6709 0.7527 -2.3788
H 0.1856 -0.9266 -2.4514
H 1.0212 0.7833 -2.6072
*
```

#b
ORCA calculation (ωB97M-V/def2-TZVPD) on an isolated molecule of C6H9N.

Values from the calculation:
- lowest unoccupied orbital energy (eV) = 0.13
- orbital gap (eV) = 8.622

The geometry in ORCA input format:
```
! wB97M-V def2-TZVPD RIJCOSX def2/J DEFGRID3
* xyz 0 1
C -2.0677 -0.3683 -0.7208
C -0.5637 -0.1684 -0.4786
C 0.0766 1.0183 -1.1008
C 1.1283 1.4102 -0.1213
N 1.1307 0.5849 1.1049
C 1.4612 -0.8161 0.8892
C 0.0436 -0.3764 0.9277
H -2.2337 -0.7361 -1.7387
H -2.6398 0.5588 -0.6141
H -2.4735 -1.1082 -0.0230
H 2.1214 1.4781 -0.5896
H 0.8674 2.4457 0.1595
H 1.9388 -1.3174 1.7290
H 1.8509 -1.1136 -0.0892
H -0.0455 -0.9100 -1.1210
H -0.5949 -0.5813 1.7869
*
```

Best to worst by energy: #a, #b.